Formula: C30H44BCl24F3N4O6
Source: the OMol25 dataset
Level of theory: wB97M-V/def2-TZVPD

For the HOMO-LUMO gap, the calculation gives 5.9 eV. The LUMO energy comes out at -1.858 eV.

Element x y z (Å)
Cl1 2.083 8.315 2.674
C1 5.720 2.037 2.511
C2 1.656 -7.771 1.065
Cl2 -0.896 6.178 1.060
C3 -0.793 -1.460 0.592
H1 5.333 1.959 1.492
C4 -0.341 -3.951 0.543
H2 1.294 5.739 2.313
C5 3.488 0.413 -0.185
O1 -1.828 -1.538 4.490
N1 -0.045 0.782 3.379
C6 0.743 0.678 -0.716
C7 3.409 6.160 -6.906
H3 -2.037 0.077 -3.931
Cl3 -1.631 8.996 1.205
Cl4 -4.273 -1.823 9.258
C8 -6.795 -2.518 -2.284
H4 2.137 0.269 -2.548
H5 4.479 1.338 -5.640
C9 -1.465 -0.429 -3.013
F1 -1.855 3.877 -0.604
C10 -1.505 7.574 0.162
H6 -2.704 -2.022 4.276
Cl5 -3.376 -9.703 0.850
H7 0.130 -3.809 -5.764
Cl6 1.914 -4.988 -4.764
C11 -6.214 2.235 -1.044
H8 6.076 1.060 2.847
H9 3.966 -5.484 4.415
F2 -1.331 2.632 -2.464
H10 3.970 8.062 4.072
Cl7 -7.576 -4.003 -1.727
C12 -0.388 1.729 -0.160
O2 4.316 0.839 -1.175
C13 3.733 -5.743 3.380
H11 2.991 1.792 -6.519
H12 -3.906 -0.061 7.729
H13 1.032 1.732 -2.839
Cl8 7.070 3.178 2.527
N2 1.848 0.749 1.706
F3 0.477 3.832 -1.509
H14 2.437 -1.941 -1.489
H15 -0.820 7.795 -0.659
Cl9 2.636 7.196 -8.111
H16 -3.969 0.779 4.822
C14 0.835 4.771 1.787
H17 -6.702 1.280 -1.249
Cl10 3.137 2.840 -4.408
C15 -1.409 1.159 3.910
H18 2.621 1.264 2.224
C16 0.232 3.494 1.588
H19 3.047 6.439 -5.913
H20 0.941 -4.911 -6.914
C17 1.095 -4.187 -6.110
H21 -1.306 2.072 4.636
H22 -2.159 1.508 3.049
C18 1.028 0.657 -2.316
H23 0.250 0.151 -4.380
Cl11 2.056 -2.837 -6.727
Cl12 3.923 6.058 2.824
Cl13 4.419 2.575 3.580
C19 0.113 -0.283 -3.274
Cl14 0.537 -6.435 0.766
O3 -3.394 0.243 5.472
B1 -2.207 -0.119 4.650
C20 -2.595 -8.218 0.293
Cl15 2.624 0.030 -4.990
Cl16 2.080 -5.231 3.017
H24 -2.417 -0.515 8.608
H25 -1.521 -8.395 0.200
Cl17 -6.156 2.488 0.705
C21 2.077 1.076 0.215
Cl18 -7.117 3.527 -1.844
C22 -3.491 -0.338 8.702
H26 -1.912 0.065 -2.056
C23 0.490 1.220 2.173
Cl19 3.035 4.457 -7.197
H27 0.578 0.132 3.940
Cl20 -3.759 0.987 9.840
N3 -0.294 2.127 1.280
H28 4.421 -5.227 2.706
H29 1.664 -4.557 -0.652
Cl21 -7.063 -1.193 -1.145
H30 -1.511 -0.610 1.030
Cl22 3.919 -7.488 3.167
H31 -7.209 -2.241 -3.256
H32 -5.721 -2.695 -2.377
H33 -3.225 -2.332 -1.332
O4 -3.363 -2.169 -2.312
H34 -1.422 1.129 -0.236
C24 0.449 -0.926 -0.319
H35 2.189 2.255 0.055
H36 -5.193 2.219 -1.435
H37 -3.009 -7.941 -0.679
H38 4.491 6.301 -6.957
O5 -1.429 -3.033 -3.583
C25 3.405 1.515 -5.547
H39 2.638 -7.509 0.665
O6 4.003 -0.740 0.609
H40 -0.596 -5.070 0.842
H41 1.729 -7.939 2.143
N4 -1.204 -2.831 0.999
C26 3.736 7.803 3.037
C27 1.462 -2.158 -0.837
H42 0.575 -1.381 -3.350
H43 -2.494 7.336 -0.236
C28 -0.714 3.034 -1.142
Cl23 1.094 -9.256 0.288
H44 4.424 8.319 2.363
C29 0.984 -3.637 -0.340
Cl24 -2.863 -6.893 1.432
C30 -2.041 -2.000 -3.000

=====

Formula: C11H24I2O4P
Source: the OMol25 dataset
Level of theory: wB97M-V/def2-TZVPD

For the HOMO-LUMO gap, the calculation gives 6.1 eV. The LUMO energy comes out at 2.527 eV. The charge is -1.

Element x y z (Å)
H1 2.119 0.314 2.630
H2 1.438 -1.158 1.886
C1 2.995 -2.668 3.895
H3 3.498 -3.550 3.488
H4 -0.824 6.152 -2.016
H5 3.307 -2.532 4.936
C2 -0.968 -2.735 -1.318
H6 1.055 -1.483 -1.560
H7 -1.705 2.905 -0.918
H8 -0.163 4.487 -3.735
H9 -0.409 5.008 -0.725
O1 0.820 -1.703 4.413
P1 0.119 -1.865 -2.624
H10 -0.759 -2.247 -3.709
C3 0.545 -0.541 3.778
C4 -0.189 5.300 -1.753
I1 -3.389 -3.553 0.600
C5 1.207 -0.262 2.459
H11 -2.695 -0.860 -2.732
H12 0.517 0.324 1.844
I2 -0.118 -4.510 -0.264
O2 0.955 1.102 -1.443
H13 -0.493 2.729 0.380
H14 0.986 -1.254 -3.636
H15 0.938 -3.076 -2.775
H16 -4.265 -1.414 -1.771
H17 0.858 5.621 -1.774
H18 -0.501 -0.578 -2.443
H19 3.339 -1.789 3.346
C6 -2.356 -2.372 -0.925
O3 0.477 3.058 -2.428
C7 -0.409 4.152 -2.722
C8 1.487 -2.826 3.811
H20 -3.004 -0.180 -0.914
O4 -0.172 0.305 4.309
C9 0.228 2.090 -1.517
C10 -0.892 2.289 -0.537
H21 1.138 -2.991 2.788
H22 -1.330 1.312 -0.310
H23 -1.451 3.820 -2.751
C11 -3.121 -1.114 -1.648
H24 1.188 -3.709 4.386

=====

Formula: C5H11NO2
Source: the OMol25 dataset
Level of theory: wB97M-V/def2-TZVPD

The structure (SMILES) is CC(C)[C@@H](N)C(=O)O. For the HOMO-LUMO gap, the calculation gives 10.6 eV. The LUMO energy comes out at 0.727 eV.

Element x y z (Å)
H1 -0.004 -1.838 0.978
C1 0.836 -1.154 0.868
N1 0.039 -0.281 -1.814
H2 -0.071 0.747 1.442
H3 -0.662 -0.298 -2.546
O1 -2.515 0.713 0.636
H4 -0.613 1.429 -0.866
H5 1.575 -1.505 0.148
H6 2.479 0.981 0.972
O2 -2.414 -1.137 -0.623
C2 -0.523 0.380 -0.653
C3 -1.906 -0.110 -0.256
H7 -3.228 0.173 1.029
H8 0.108 -1.276 -1.586
H9 1.418 2.206 0.273
C4 0.403 0.267 0.584
H10 2.039 0.820 -0.680
C5 1.640 1.134 0.294
H11 1.399 -1.252 1.797

=====

Q: What is the formula in the third record?
A: C5H11NO2

=====

Q: Which of these has the highest LUMO energy?
A: C11H24I2O4P